Run P
Formula: C8H16OS
Source: OMol25
Level of theory: the ωB97M-V functional and the def2-TZVPD basis

Element x y z (Å)
C -0.888 0.100 0.703
C -0.160 0.219 -0.399
C -2.724 1.549 1.444
C 1.927 1.098 -1.251
C 1.454 -1.404 -1.195
C 2.108 -0.393 0.818
C -2.442 0.346 0.651
C 1.306 -0.155 -0.480
O -1.606 -2.722 -1.234
S -0.963 -2.623 0.072
H -0.553 -0.114 1.716
H -0.646 0.338 -1.449
H -2.401 2.349 0.832
H -2.489 1.665 2.547
H -3.848 1.607 1.490
H 1.594 1.961 -0.656
H 1.498 1.373 -2.281
H 3.064 1.192 -1.354
H 2.352 -1.213 -1.871
H 1.633 -2.272 -0.571
H 0.581 -1.735 -1.750
H 1.613 -1.157 1.527
H 1.886 0.580 1.301
H 3.186 -0.621 0.704
H -2.726 0.596 -0.315
H -2.755 -0.564 1.003

## Properties
- Frontier orbital gap (alpha / beta): 7.4 / 7.3 eV
- SMILES: CC/C=C/C(C)(C)C.O=S
- Charge: 0

These are the natural (NBO) partial charges, in e, on atoms 1 to 8:
1. C -0.200
2. C -0.167
3. C -0.606
4. C -0.618
5. C -0.619
6. C -0.611
7. C -0.428
8. C -0.131


Run Q
Formula: C8H16OS
Source: OMol25
Level of theory: the ωB97M-V functional and the def2-TZVPD basis

Element x y z (Å)
C 1.264 -0.704 -0.579
C 1.387 -1.889 -0.038
C 1.823 -3.120 -0.865
C 1.523 -2.095 1.464
C -1.785 0.438 0.241
C -1.192 2.921 0.943
C -0.522 2.166 -1.280
C -0.878 1.642 0.150
O 0.695 0.904 2.144
S 0.885 1.448 0.767
H 1.112 -0.406 -1.646
H 2.905 -3.383 -0.825
H 1.736 -3.003 -1.879
H 1.234 -3.930 -0.767
H 2.535 -2.762 1.619
H 1.641 -1.070 1.777
H 0.701 -2.673 1.735
H -2.817 0.893 0.259
H -1.573 -0.212 -0.670
H -1.457 -0.285 1.122
H -0.352 3.579 1.013
H -1.527 2.503 1.867
H -2.006 3.442 0.586
H -0.108 3.220 -1.321
H 0.101 1.514 -1.825
H -1.329 2.322 -2.058

## Properties
- Frontier orbital gap (alpha / beta): 8.1 / 8.1 eV
- Charge: 0

These are the natural (NBO) partial charges, in e, on atoms 1 to 8:
1. C -0.249
2. C -0.065
3. C -0.636
4. C -0.633
5. C -0.651
6. C -0.634
7. C -0.661
8. C -0.186


Quick one: least stable of them? run Q


Run P
Formula: C6H14N3O
Source: OMol25
Level of theory: the ωB97M-V functional and the def2-TZVPD basis

Element x y z (Å)
C 0.754 -1.304 -0.103
C -0.661 -1.626 0.482
C -1.187 0.554 -0.424
C 2.806 1.824 0.168
C -2.984 -0.953 0.177
C 2.679 0.273 0.094
N 1.419 -0.240 0.466
N -1.940 1.565 -0.791
N -1.601 -0.613 0.083
O 1.178 -2.015 -0.965
H -1.047 -2.667 -0.020
H -0.544 -1.766 1.583
H -0.121 0.548 -0.555
H 1.924 2.232 -0.357
H 2.826 2.148 1.238
H 3.841 2.165 -0.142
H -3.427 -1.138 1.164
H -3.657 -0.270 -0.354
H -3.115 -1.953 -0.290
H 2.785 0.013 -0.906
H 3.547 -0.311 0.561
H -1.619 2.219 -1.530
H -2.951 1.370 -0.929
H 1.094 -0.053 1.349

## Properties
- Frontier orbital gap: 9.9 eV
- SMILES: CCNC(=O)C/[N+](C)=C/N
- Charge: +1

These are the natural (NBO) partial charges, in e, on atoms 1 to 8:
1. C 0.642
2. C -0.313
3. C 0.386
4. C -0.620
5. C -0.441
6. C -0.236
7. N -0.626
8. N -0.724


Run Q
Formula: C6H14N3O
Source: OMol25
Level of theory: the ωB97M-V functional and the def2-TZVPD basis

Element x y z (Å)
C 0.743 0.614 1.421
C -2.906 -0.001 -1.107
C -1.572 0.813 -1.448
C -2.254 -0.830 -0.028
C -0.887 -0.359 -0.621
C 0.083 -2.520 -1.029
N -0.025 0.285 0.636
N 1.519 1.019 2.326
N 3.729 1.888 1.192
O -0.042 -1.096 -1.251
H -3.853 0.392 -0.754
H -3.078 -0.585 -1.876
H -1.159 0.839 -2.417
H -1.340 1.779 -1.055
H -2.293 -0.537 1.075
H -2.546 -1.862 -0.101
H 1.074 -2.781 -1.331
H -0.734 -2.969 -1.709
H -0.123 -2.716 0.091
H 2.507 1.396 1.878
H 1.362 1.350 3.260
H 3.400 2.799 1.105
H 4.711 1.715 1.441
H 3.686 1.367 0.302

## Properties
- Frontier orbital gap: 11.3 eV
- Charge: +1

These are the natural (NBO) partial charges, in e, on atoms 1 to 8:
1. C 0.681
2. C -0.382
3. C -0.419
4. C -0.461
5. C 0.543
6. C -0.259
7. N -0.385
8. N -0.865


Quick one: least stable of them? run Q